Entry 1:
A 9-piece molecular cluster, C13H44O11 overall in a non-equilibrium geometry. Source: the Open Molecules 2025 dataset; level of theory: wB97M-V/def2-TZVPD.

Values from the calculation:
LUMO ... 0.0207 Eh
Spin multiplicity ... 1
Structure (SMILES) ... OCCO.OCCO.CCO.CCO.CO.CO.CO.CO.CO
Calculated total energy ... -36712.2029 eV
HOMO ... -10.017 eV

Last column: Mulliken charge in e.
CARTESIAN COORDINATES (ANGSTROEM)
C1 -15.072 4.638 8.644  -0.729
C2 -15.933 5.910 8.435  -0.341
O1 -15.231 7.106 8.738  -0.491
H1 -15.428 3.773 7.994  0.317
H2 -15.215 4.258 9.630  0.343
H3 -14.052 4.820 8.430  -0.002
H4 -16.856 5.926 9.019  0.361
H5 -16.225 6.091 7.409  0.269
H6 -15.094 7.287 9.677  0.283
C3 -12.521 7.936 5.809  -1.618
C4 -12.239 7.308 7.120  0.484
O2 -12.009 5.855 6.835  -0.677
H7 -12.672 9.046 5.850  0.353
H8 -13.377 7.589 5.389  0.435
H9 -11.704 7.750 5.177  0.402
H10 -13.012 7.353 7.909  0.066
H11 -11.289 7.758 7.414  0.189
H12 -12.914 5.583 6.711  0.304
C5 -9.758 10.223 16.854  -0.580
O3 -10.939 10.796 16.322  -0.470
H13 -9.283 9.306 16.373  0.235
H14 -9.084 11.065 16.881  0.263
H15 -9.930 9.858 17.924  0.264
H16 -11.557 10.110 16.151  0.285
C6 -12.737 7.068 11.028  0.443
O4 -14.035 7.439 11.512  -0.802
H17 -12.183 8.065 10.853  0.149
H18 -12.248 6.360 11.751  -0.068
H19 -12.839 6.579 10.083  -0.134
H20 -13.984 8.321 11.960  0.544
C7 -9.854 10.380 12.948  -0.760
O5 -10.768 9.329 12.606  -0.254
H21 -9.386 10.800 12.002  0.257
H22 -10.421 11.113 13.494  0.346
H23 -8.926 10.011 13.504  0.231
H24 -10.324 8.551 12.217  0.367
C8 -8.513 8.512 10.251  -0.828
O6 -9.414 7.678 10.959  -0.398
H25 -9.012 9.390 9.864  0.247
H26 -7.765 8.780 10.978  0.356
H27 -8.057 7.988 9.433  0.349
H28 -10.046 7.170 10.387  0.111
C9 -13.343 10.926 11.593  -0.605
O7 -13.547 9.813 12.376  -0.531
H29 -12.510 11.559 12.032  0.188
H30 -13.180 10.739 10.550  0.260
H31 -14.283 11.489 11.597  0.287
H32 -12.807 9.287 12.547  0.267
C10 -13.562 7.538 15.615  0.092
C11 -12.684 6.378 15.471  -0.426
O8 -12.538 5.655 16.679  -0.573
O9 -13.280 8.519 16.487  -0.494
H33 -14.604 7.133 15.721  0.238
H34 -13.499 7.908 14.605  -0.009
H35 -11.664 6.676 15.286  0.154
H36 -13.095 5.694 14.681  0.375
H37 -13.164 4.908 16.698  0.335
H38 -12.912 8.256 17.306  0.333
C12 -9.575 4.365 11.128  -0.086
C13 -9.879 4.438 9.697  -0.363
O10 -10.339 5.804 9.273  -0.465
O11 -8.185 4.556 11.437  -0.587
H39 -9.888 3.382 11.524  0.373
H40 -10.196 5.169 11.593  -0.057
H41 -10.658 3.616 9.483  0.306
H42 -9.066 4.094 9.022  0.344
H43 -10.744 5.653 8.368  0.216
H44 -7.919 5.484 11.259  0.325

***

Entry 2:
A 2-piece molecular cluster, C4H5NO overall. Source: the Open Molecules 2025 dataset; level of theory: wB97M-V/def2-TZVPD.

Values from the calculation:
LUMO ... 0.0330 Eh
Spin multiplicity ... 1
Structure (SMILES) ... O=c1cc1.C=N
Calculated total energy ... -7763.0603 eV
HOMO ... -9.273 eV

Last column: Mulliken charge in e.
CARTESIAN COORDINATES (ANGSTROEM)
O1 -0.401 1.935 0.209  -0.589
C1 -1.058 0.989 0.583  0.495
N1 1.605 -0.287 -0.132  -0.522
C2 1.827 -0.666 -1.319  -0.235
C3 -1.370 -0.394 0.586  -0.108
C4 -2.069 0.406 1.404  -0.447
H1 1.660 0.734 -0.056  0.258
H2 1.756 -1.732 -1.564  0.262
H3 2.088 -0.002 -2.152  0.229
H4 -1.206 -1.414 0.267  0.329
H5 -2.833 0.431 2.174  0.328

***

Entry 3:
A 2-piece molecular cluster, C5H10 overall in a non-equilibrium geometry. Source: the Open Molecules 2025 dataset; level of theory: wB97M-V/def2-TZVPD.

Values from the calculation:
LUMO ... 0.0435 Eh
Spin multiplicity ... 1
Structure (SMILES) ... C=CC.C=C
Calculated total energy ... -5345.1765 eV
HOMO ... -9.578 eV

Last column: Mulliken charge in e.
CARTESIAN COORDINATES (ANGSTROEM)
C1 -2.164 -0.884 2.154  -0.423
C2 -2.343 -0.264 0.986  -0.632
H1 -2.378 -1.922 2.319  0.253
H2 -1.645 -0.332 2.929  0.221
H3 -2.985 -0.774 0.280  0.236
H4 -2.105 0.781 0.891  0.331
C3 2.083 1.222 -0.578  -0.972
C4 0.949 0.295 -0.885  0.351
C5 0.998 -0.640 -1.825  -0.813
H5 2.780 1.142 -1.423  0.280
H6 2.685 0.937 0.284  0.244
H7 1.816 2.274 -0.485  0.276
H8 0.077 0.252 -0.235  0.152
H9 0.357 -1.493 -1.939  0.283
H10 1.875 -0.593 -2.474  0.214

***

Entry 4:
C14H13BrCl2N3O2PdS as an isolated structure in a non-equilibrium geometry. Source: the Open Molecules 2025 dataset; level of theory: wB97M-V/def2-TZVPD.

Values from the calculation:
Charge ... +1
LUMO (alpha / beta) ... -0.1893 / -0.1892 Eh
Spin multiplicity ... 1
Calculated total energy ... -132690.5145 eV
HOMO (alpha / beta) ... -10.366 / -10.366 eV

Last column: Mulliken charge in e.
CARTESIAN COORDINATES (ANGSTROEM)
Pd1 0.822 -0.147 0.994  0.710
Cl1 2.990 -6.681 -1.915  -0.202
C1 2.328 -5.159 -1.489  0.277
C2 1.584 -4.446 -2.441  -0.616
C3 1.024 -3.243 -2.101  0.324
Cl2 0.127 -2.338 -3.244  -0.189
C4 1.146 -2.670 -0.781  0.347
O1 0.537 -1.594 -0.527  -0.626
C5 1.967 -3.409 0.148  0.496
C6 2.215 -2.918 1.478  -0.184
O2 1.693 -1.962 2.046  -0.592
C7 2.530 -4.634 -0.227  -0.887
H1 1.459 -4.848 -3.435  0.451
H2 2.964 -3.501 2.042  0.389
H3 3.122 -5.177 0.495  0.386
C8 -2.016 3.780 2.014  -0.883
N1 -0.762 3.153 2.368  -0.070
C9 -0.524 1.854 2.525  0.391
N2 -1.511 0.940 2.414  -0.222
S1 1.058 1.330 2.865  -0.286
H4 -1.806 4.702 1.476  0.330
H5 -2.605 4.025 2.901  0.313
H6 -2.605 3.130 1.368  0.275
H7 0.030 3.763 2.523  0.255
H8 -2.481 1.215 2.380  0.218
H9 -1.287 -0.012 2.697  0.237
Br1 2.034 1.759 -0.630  -0.024
C10 0.187 2.032 -1.076  0.433
C11 -0.203 3.016 -1.967  -0.671
C12 -1.551 3.096 -2.280  -0.217
C13 -2.436 2.202 -1.692  -0.694
C14 -1.940 1.270 -0.794  -0.855
N3 -0.649 1.193 -0.481  0.448
H10 0.521 3.674 -2.415  0.481
H11 -1.893 3.833 -2.989  0.443
H12 -3.487 2.231 -1.937  0.449
H13 -2.583 0.543 -0.315  0.565

***

Entry 5:
An isolated ion of composition C2BrO3 and charge -1 in a non-equilibrium geometry. Source: the Open Molecules 2025 dataset; level of theory: wB97M-V/def2-TZVPD.

Values from the calculation:
Charge ... -1
LUMO ... 0.1289 Eh
Spin multiplicity ... 1
Structure (SMILES) ... O=C([O-])C(=O)Br
Calculated total energy ... -78260.7094 eV
HOMO ... -4.609 eV

Last column: Mulliken charge in e.
CARTESIAN COORDINATES (ANGSTROEM)
C1 0.883 0.494 -0.182  0.568
C2 -0.493 -0.631 0.162  0.368
O1 1.075 0.596 -1.367  -0.582
O2 1.358 1.033 0.785  -0.579
O3 -0.477 -1.516 0.957  -0.414
Br1 -2.346 0.024 -0.355  -0.360

***

Entry 6:
C49H49AsN3O8PbS as an isolated structure in a non-equilibrium geometry. Source: the Open Molecules 2025 dataset; level of theory: wB97M-V/def2-TZVPD.

Values from the calculation:
Charge ... -1
LUMO ... 0.0256 Eh
Spin multiplicity ... 1
Calculated total energy ... -149380.8878 eV
HOMO ... -5.464 eV

Last column: Mulliken charge in e.
CARTESIAN COORDINATES (ANGSTROEM)
Pb1 0.163 0.080 0.287  2.377
C1 -1.544 -0.186 4.473  -1.611
C2 -0.364 0.091 5.343  -0.308
C3 0.731 1.021 4.755  -0.764
C4 0.701 1.161 3.239  0.154
C5 -0.254 0.520 2.572  0.546
C6 -1.446 -0.054 3.148  -0.019
C7 1.750 1.979 2.607  0.790
C8 2.666 2.743 3.369  -1.119
C9 3.545 3.560 2.725  -1.582
C10 3.546 3.622 1.318  1.046
C11 4.380 4.484 0.574  -1.059
C12 4.326 4.487 -0.791  -0.841
C13 3.472 3.597 -1.473  -0.573
C14 2.657 2.751 -0.779  0.611
C15 2.642 2.769 0.634  -0.057
N1 1.757 2.000 1.302  1.224
H1 -2.457 -0.552 4.929  0.385
H2 -0.682 0.431 6.330  0.550
H3 0.792 2.013 5.209  0.737
H4 -2.270 -0.313 2.505  0.074
H5 2.675 2.676 4.447  0.527
H6 4.260 4.149 3.287  0.433
H7 5.053 5.146 1.107  0.446
H8 4.945 5.170 -1.358  0.408
H9 3.454 3.589 -2.556  0.504
H10 1.996 2.063 -1.285  -1.113
C16 -3.125 2.683 1.730  -1.128
C17 -4.121 2.136 0.700  0.459
C18 -3.665 2.436 -0.732  -1.244
C19 -4.442 0.684 1.014  0.757
C20 -5.617 0.480 1.734  -0.930
C21 -6.033 -0.774 2.134  -1.496
C22 -5.250 -1.867 1.820  -0.517
C23 -4.059 -1.723 1.119  1.025
C24 -3.249 -2.968 0.823  1.560
C25 -3.926 -3.812 -0.260  -1.755
C26 -3.029 -3.785 2.100  -1.541
C27 -3.638 -0.436 0.714  -1.643
N2 -2.440 -0.314 -0.056  1.515
C28 -2.559 -0.543 -1.313  -0.738
C29 -1.518 -0.553 -2.256  0.094
C30 -1.725 -0.680 -3.633  -1.349
C31 -0.477 -0.614 -4.222  -1.507
C32 0.475 -0.477 -3.193  -0.530
N3 -0.168 -0.435 -2.009  0.924
C33 1.955 -0.371 -3.485  3.387
C34 2.201 1.028 -4.080  -1.436
C35 2.345 -1.443 -4.516  -2.009
C36 2.830 -0.574 -2.258  -1.518
H11 -3.051 3.769 1.638  0.590
H12 -2.138 2.264 1.559  -0.168
H13 -3.450 2.439 2.745  0.387
H14 -5.062 2.677 0.842  0.697
H15 -2.642 2.117 -0.908  -0.431
H16 -3.706 3.515 -0.899  0.509
H17 -4.319 1.955 -1.463  0.372
H18 -6.228 1.343 1.978  0.388
H19 -6.957 -0.895 2.686  0.366
H20 -5.570 -2.859 2.114  0.368
H21 -2.271 -2.670 0.462  -0.544
H22 -4.920 -4.135 0.059  0.352
H23 -3.323 -4.697 -0.471  0.445
H24 -4.030 -3.243 -1.187  0.329
H25 -3.944 -4.282 2.431  0.414
H26 -2.672 -3.133 2.900  0.168
H27 -2.260 -4.537 1.938  0.435
H28 -3.547 -0.748 -1.733  0.314
H29 -2.686 -0.772 -4.116  0.526
H30 -0.259 -0.667 -5.276  0.438
H31 1.720 1.118 -5.056  0.500
H32 3.274 1.202 -4.203  0.397
H33 1.782 1.800 -3.431  -0.071
H34 1.812 -1.319 -5.459  0.345
H35 2.132 -2.439 -4.124  0.422
H36 3.415 -1.374 -4.721  0.477
H37 2.687 0.206 -1.519  -0.402
H38 3.883 -0.569 -2.545  0.453
H39 2.621 -1.524 -1.767  0.279
O1 4.304 0.457 1.962  -0.666
As1 3.454 -1.123 1.482  0.674
O2 4.761 -1.922 0.940  -0.909
O3 2.364 -0.471 0.378  0.155
C37 2.558 -1.197 3.211  -0.010
C38 2.848 -0.324 4.174  -0.963
C39 1.826 -0.009 5.227  -0.229
C40 0.699 -1.057 5.474  -0.238
C41 0.577 -2.067 4.378  -0.703
C42 1.374 -2.041 3.319  0.190
S1 1.007 -3.007 1.878  1.332
O4 0.444 -4.266 2.298  -0.823
O5 2.281 -3.111 1.178  -0.788
O6 0.021 -2.164 1.158  -0.209
H40 5.025 0.509 1.322  0.236
H41 3.750 0.270 4.124  0.493
H42 2.298 0.326 6.152  0.530
H43 0.710 -1.547 6.450  0.446
H44 -0.226 -2.794 4.432  0.437
O7 -0.107 2.961 -2.371  -0.853
C43 -0.327 3.124 -1.175  0.170
O8 -0.561 2.224 -0.292  0.180
C44 -0.354 4.557 -0.634  0.640
C45 -0.271 4.810 0.730  0.310
C46 -0.203 6.115 1.194  -1.099
C47 -0.251 7.174 0.298  -0.491
C48 -0.368 6.924 -1.063  -0.683
C49 -0.410 5.618 -1.528  -0.627
H45 -0.260 3.975 1.417  0.305
H46 -0.112 6.306 2.257  0.428
H47 -0.196 8.194 0.660  0.402
H48 -0.419 7.750 -1.762  0.418
H49 -0.478 5.399 -2.586  0.444